Record 1
Computed, not measured: a gas-phase ion, C3H7N4 (charge +1), with the ωB97M-V functional and the def2-TZVPD basis.

Structure (XYZ):
```
14
Properties=species:S:1:pos:R:3:forces:R:3
N -1.9754 -1.2013 1.9204 -3.669 0.037 1.110
N -0.5131 0.9050 0.9057 -0.131 -1.912 -0.087
N -2.0475 -2.3661 1.5289 -1.514 0.268 0.533
N -0.4110 -1.2694 0.1803 0.350 1.469 -0.652
C -0.1598 0.0041 -0.0170 0.929 2.527 0.235
C 0.6964 0.5115 -1.1286 1.208 -1.448 -0.528
C -0.8163 -1.7039 1.4184 4.718 -2.050 2.328
H 0.2590 0.7173 -2.0811 -1.043 0.113 -0.413
H -0.1778 1.8510 0.9242 0.027 0.104 -0.285
H 1.4633 -0.2495 -1.3859 -0.411 0.259 0.362
H -1.0217 0.5370 1.7053 0.039 0.798 -0.034
H -0.0006 -1.9633 2.1953 -1.044 0.380 -1.600
H -0.2553 -1.9407 -0.5111 0.563 -0.968 -1.425
H 1.2524 1.3924 -0.8629 -0.021 0.421 0.456
```
Positions in Å, forces in eV/Å.

Computed properties:
- Total charge: +1
- E_tot: -9176.0615 eV
- Highest occupied orbital energy: -15.8 eV
- ΔE to the lowest compared entry with this formula, charge and spin: 56.6 kcal per mole



Record 2
Computed, not measured: C10H12O4 in the gas phase, with the ωB97M-V functional and the def2-TZVPD basis.

Structure (XYZ):
```
26
Properties=species:S:1:pos:R:3:forces:R:3
O -2.0001 0.5635 -0.5122 -0.722 -1.561 0.026
O -2.3434 2.5281 0.5012 -1.351 0.340 1.203
O -0.2843 -2.7786 1.4481 -1.035 -0.082 1.221
O -1.6006 -0.5148 2.0468 -0.560 0.717 -0.229
C -0.3267 0.0857 1.8247 0.544 -1.454 0.931
C 0.3318 -2.0077 0.5523 0.591 0.917 -0.870
C 0.3724 -0.5721 0.6663 -0.471 -1.622 -0.711
C 1.4667 -0.5220 -1.4870 0.632 0.597 -0.544
C 1.5057 -1.8941 -1.5720 -0.664 -0.784 1.332
C -1.6855 1.8246 -0.1741 2.980 -0.200 -2.688
C -0.3934 2.2693 -0.8940 -0.258 -0.597 0.476
C 0.9161 0.1293 -0.3990 0.095 0.266 0.465
C 0.9456 -2.6686 -0.5302 0.295 1.628 -0.222
C 0.8926 1.6270 -0.3462 0.522 0.321 -0.579
H 1.7450 2.0568 -0.9200 -0.512 -0.359 0.359
H -0.4042 1.1693 1.7400 0.100 -0.216 0.297
H -0.2840 3.3238 -0.7543 -0.173 0.722 -0.206
H 1.0242 -3.7393 -0.5253 -0.269 -0.270 -0.054
H -1.0169 -2.2746 1.8983 0.908 -0.256 -0.545
H 1.9750 0.1186 -2.2095 -0.250 -0.356 -0.163
H 0.1824 -0.2362 2.7402 0.469 0.721 -0.047
H -2.1806 0.0083 1.4801 -0.605 -0.505 -0.037
H -0.5155 2.0015 -1.9482 0.070 0.232 0.048
H 1.9386 -2.3906 -2.4147 0.295 -0.143 -0.322
H -1.2813 -0.0330 -0.8935 -0.834 1.567 0.642
H 1.0207 1.9257 0.6826 0.204 0.377 0.217
```
Positions in Å, forces in eV/Å.

Computed properties:
- E_tot: -18754.6218 eV
- Highest occupied orbital energy: -8.8 eV
- ΔE to the lowest compared entry with this formula, charge and spin: 0.0 kcal per mole



Record 3
Computed, not measured: CH2INO2 in the gas phase, with the ωB97M-V functional and the def2-TZVPD basis.

Structure (XYZ):
```
7
Properties=species:S:1:pos:R:3:forces:R:3
I -0.1687 1.0564 -2.4471 -0.098 -0.084 0.515
O 0.2092 -1.0028 1.2965 -0.674 1.984 1.830
O -0.5972 1.3344 0.5388 -0.092 -0.085 -1.017
N 0.4968 -0.6599 0.0144 -1.181 3.785 -3.214
C -0.2408 0.6273 -0.3603 1.944 -2.234 1.757
H 0.2494 -1.3191 -0.7157 -0.100 -0.771 0.599
H 0.0513 -0.0363 1.6733 0.202 -2.594 -0.470
```
Positions in Å, forces in eV/Å.

Computed properties:
- E_tot: -14752.9891 eV
- Highest occupied orbital energy: -9.5 eV
- ΔE to the lowest compared entry with this formula, charge and spin: 40.2 kcal per mole



Results for max |F|: 0.110, 0.078, 0.099 (in Eh/bohr, following the order of the records).